DFT (ωB97M-V/def2-TZVPD) results for a structure of composition C5H13AgF6N5O11S2 at a distorted geometry.

- lowest unoccupied orbital energy (spin up / spin down) (eV) = -0.31 / -3.49
- total energy (eV) = -77340.550
- 2S+1 = 2
- HOMO-LUMO gap (spin up / spin down) (eV) = 8.436 / 4.912
- expectation value of S² = 0.75

The geometry in XYZ format:
```
43
Properties=species:S:1:pos:R:3:forces:R:3
Ag -0.029388 0.472435 0.785817 0.223 0.740 0.194
C -3.699992 -1.105749 0.111954 0.149 0.110 -3.113
F -3.433773 -2.354465 -0.335529 0.147 0.652 1.144
F -4.976639 -0.885099 -0.090309 -0.942 0.321 -0.926
F -3.523179 -0.900021 1.360502 1.320 -0.581 2.085
S -2.635273 0.218122 -0.874369 -0.664 0.702 1.163
O -3.238850 0.571620 -2.126718 0.670 -1.103 0.227
O -2.623536 1.300801 0.075972 0.768 -0.754 0.060
N -1.015965 -0.548102 -0.890275 -3.583 3.268 2.078
S -0.863117 -1.227353 -2.244514 -0.404 -3.087 -5.015
O 0.290442 -2.078574 -2.213323 0.768 0.355 0.260
O -2.088120 -1.907440 -2.665829 1.153 1.163 0.407
C -0.515845 0.141081 -3.615684 0.069 -0.677 1.284
F -1.596881 0.301740 -4.384637 0.875 0.338 0.593
F -0.105260 1.229180 -2.967492 -1.147 0.614 0.065
F 0.523490 -0.175397 -4.356959 0.115 -0.976 -0.782
O 0.929798 4.411934 -1.058227 -0.592 0.531 -0.859
C 1.038720 3.693342 0.035532 2.953 -1.988 3.271
O 2.100454 3.827439 0.742580 -0.427 0.683 -1.331
O 0.220053 2.818355 0.349526 -2.676 -1.062 -0.760
H 1.771572 4.869389 -0.996846 0.274 0.735 -0.467
O -1.333156 1.481187 2.484782 0.014 -0.129 0.667
H -1.230342 1.145640 3.375321 0.054 -0.209 0.204
H -1.965863 2.194548 2.568664 -0.133 0.320 -0.451
O 1.440130 0.507002 2.583743 0.367 0.082 0.019
H 2.276558 0.126738 2.315350 0.295 -0.024 -0.257
H 1.465237 0.491042 3.540477 -0.266 0.116 0.236
C -0.720578 -2.586747 1.883331 0.790 3.657 -2.935
O -0.622136 -1.349176 2.034307 0.048 0.322 0.814
N -0.919154 -3.420414 2.812285 -0.956 -3.088 4.887
N -0.575613 -3.127292 0.697155 0.227 -0.844 -2.597
H -1.013824 -3.105314 3.767197 -0.024 -0.092 -0.237
H -0.755997 -4.403290 2.646619 -0.117 0.272 0.168
H -0.410037 -2.480768 -0.060925 -0.026 -0.238 -0.105
H -1.107857 -3.953486 0.464298 0.257 0.079 -0.079
C 3.046790 0.619776 -0.771753 -3.806 -0.684 1.600
O 1.824285 0.454404 -0.597932 0.669 -0.893 -0.788
N 3.974913 -0.271859 -0.962061 3.051 -3.188 -1.044
N 3.604530 1.767932 -0.615262 1.923 4.330 0.353
H 4.861565 0.179793 -1.135146 0.045 -0.911 -0.204
H 3.971329 -1.280131 -1.020947 -0.804 0.413 -0.066
H 4.575474 1.757409 -0.337316 -0.275 0.495 -0.148
H 3.085036 2.579767 -0.313359 -0.383 0.230 0.386
```
Positions in Å, forces in eV/Å.

Here are the Mulliken charges for atoms 1 to 6, given in e: Ag 1.95; C 0.70; F -0.24; F -0.24; F -0.22; S 0.72